# 1
Density functional theory data (the ωB97M-V functional and the def2-TZVPD basis) for a molecular structure, C26H24N2O6Pd.

Summary:
ΔE to the lowest compared entry with this formula, charge and spin (kcal/mol): 2.5
Gap between HOMO and LUMO (eV): 8.29
Lowest unoccupied orbital energy (hartree): -0.0150
Total charge: 0
Calculated total energy (eV): -46097.5614
HOMO (eV): -8.7

Geometry as XYZ:
```
59
Properties=species:S:1:pos:R:3:forces:R:3:mulliken_charge:R:1
Pd 0.247 0.136 -0.441 -0.1 0.1 -0.1 0.89
O -0.020 0.039 2.313 0.0 -0.1 0.1 -0.75
O -0.751 3.466 1.631 0.1 0.1 0.0 -0.70
O -1.614 -0.592 -0.968 0.0 0.0 0.0 -0.98
O -0.645 1.733 0.297 0.2 -0.1 0.0 -0.70
O 3.285 2.236 1.023 0.0 0.0 0.0 -0.61
O 1.646 -1.310 -1.205 0.0 0.0 0.0 -0.85
N -3.456 -0.190 0.244 0.0 0.0 0.0 0.17
N 2.169 0.484 -0.029 0.1 0.0 0.1 -0.17
C -0.278 1.378 2.714 0.1 0.0 -0.1 2.86
C -3.705 2.129 4.310 0.0 0.0 0.0 -0.81
C -2.591 0.161 -0.696 0.0 0.1 0.1 1.46
C 0.868 1.893 3.598 0.0 0.0 0.0 -0.24
C -2.816 1.440 -1.445 -0.1 0.0 -0.1 -1.44
C 2.043 3.663 4.739 0.0 0.0 0.0 -0.98
C 1.005 3.240 3.925 0.0 0.0 0.0 -0.36
C 2.555 -0.604 -0.711 0.0 -0.1 0.0 0.83
C -2.568 2.270 3.521 0.0 0.0 0.0 -0.43
C 4.900 -1.643 -1.271 0.0 0.0 0.0 -0.62
C 4.481 0.397 -0.038 0.0 0.0 0.0 0.26
C -1.570 1.303 3.549 0.0 0.0 -0.1 -0.68
C -3.857 1.032 5.141 0.0 0.0 0.0 -0.45
C 6.262 -1.415 -1.083 0.0 0.0 0.0 -0.43
C 3.281 1.206 0.412 0.0 0.0 0.0 0.16
C -1.722 0.208 4.399 0.0 0.0 0.0 -0.20
C 6.714 -0.301 -0.385 0.0 0.0 0.0 -0.48
C -2.854 0.072 5.186 0.0 0.0 0.0 -0.86
C 5.823 0.628 0.152 0.0 0.0 0.0 -0.37
C 1.772 0.984 4.141 0.0 0.0 0.0 0.03
C -4.499 0.721 0.700 0.0 0.0 0.0 -0.95
C 4.031 -0.718 -0.735 0.0 0.0 0.0 0.22
C -3.222 -1.396 1.035 0.0 0.0 0.0 -0.88
C -0.517 2.285 1.468 -0.4 -0.1 0.1 0.00
C 2.814 1.411 4.955 0.0 0.0 0.0 -1.09
C 2.958 2.755 5.252 0.0 0.0 0.0 -0.38
H -4.185 -1.837 1.289 0.0 0.0 0.0 0.39
H -2.789 2.291 -0.766 0.0 0.0 0.0 0.33
H -3.782 1.417 -1.952 0.0 0.0 0.0 0.43
H -0.948 -0.545 4.435 0.0 0.0 0.0 0.38
H 6.981 -2.116 -1.486 0.0 0.0 0.0 0.40
H -2.023 1.554 -2.178 0.0 0.0 0.0 0.35
H 3.770 3.093 5.883 0.0 0.0 0.0 0.41
H -4.472 2.893 4.274 0.0 0.0 0.0 0.43
H -5.091 1.091 -0.135 0.0 0.0 0.0 0.34
H 1.670 -0.078 3.957 0.0 0.0 0.0 0.46
H 0.912 -0.019 2.067 0.0 0.0 -0.1 0.34
H -4.742 0.928 5.755 0.0 0.0 0.0 0.43
H 2.138 4.717 4.969 0.0 0.0 0.0 0.41
H 0.306 3.957 3.524 0.0 0.0 0.0 0.48
H -2.456 3.140 2.890 0.0 0.0 0.0 0.59
H 7.779 -0.155 -0.258 0.0 0.0 0.0 0.39
H -2.952 -0.787 5.839 0.0 0.0 0.0 0.42
H -2.678 -1.153 1.947 0.0 0.0 0.1 0.25
H 6.165 1.499 0.696 0.0 0.0 0.0 0.50
H 4.540 -2.507 -1.812 0.0 0.0 0.0 0.49
H 3.507 0.684 5.359 0.0 0.0 0.0 0.41
H -2.638 -2.099 0.451 0.0 0.0 0.0 0.30
H -5.156 0.181 1.376 0.0 0.0 0.0 0.30
H -4.069 1.565 1.243 0.0 0.0 0.0 0.30
```
Forces are in eV/Å.



# 2
Density functional theory data (the ωB97M-V functional and the def2-TZVPD basis) for a molecular structure, C26H24N8O9PtS at a distorted geometry.

Summary:
ΔE to the lowest compared entry with this formula, charge and spin (kcal/mol): 69.0
Gap between HOMO and LUMO (spin up / spin down) (eV): 4.78 / 3.77
Lowest unoccupied orbital energy (spin up / spin down) (hartree): -0.0727 / -0.0899
Total charge: 0
Calculated total energy (eV): -71778.7412
HOMO (spin up / spin down) (eV): -6.8 / -6.2

Geometry as XYZ:
```
69
Properties=species:S:1:pos:R:3:forces:R:3:mulliken_charge:R:1
Pt 0.126 0.665 0.730 -0.3 0.5 -1.4 3.20
S 3.064 0.536 -1.045 2.0 2.2 -2.1 1.47
O -5.776 -6.073 -1.049 0.0 0.0 0.0 -0.61
O -2.248 1.212 2.120 -0.3 -0.1 0.3 -0.58
O 4.317 -0.118 -1.300 -0.3 -0.7 0.3 -0.79
O 1.803 -3.988 -0.539 0.3 0.9 0.6 -0.45
O -5.537 -6.155 1.087 0.0 0.0 0.0 -0.61
O 3.204 1.945 -0.676 0.6 -1.2 0.0 -0.58
O -1.990 -0.294 -1.100 -0.3 -0.3 -0.2 -0.64
O 0.531 -2.319 -1.506 0.9 0.2 0.7 -0.30
O -0.882 -1.113 0.649 -0.3 -0.4 -0.1 -0.84
N 2.203 -0.145 0.139 -0.8 -5.1 0.9 -0.55
N 0.723 0.592 2.855 0.8 -0.3 1.8 -0.75
N 0.702 -0.138 5.092 0.0 -0.2 0.3 -0.77
N 1.557 1.266 6.679 0.0 0.1 0.2 -0.35
N 1.558 2.019 4.516 0.0 0.2 0.4 -0.78
N -5.311 -5.669 -0.003 0.0 0.0 0.0 1.01
N -0.078 -1.491 3.405 -0.1 -0.4 -0.1 -0.10
N 1.121 2.423 0.958 0.6 -0.6 0.2 0.44
C 0.864 0.736 -5.034 0.0 0.0 0.0 0.86
C 1.247 -3.029 -0.913 -1.6 -1.8 -1.9 0.80
C 0.443 -0.330 3.802 0.4 0.9 0.1 0.25
C -4.127 -3.939 -1.291 0.0 0.0 0.0 -0.61
C 1.610 3.070 -0.094 -2.8 2.5 0.8 -0.15
C -2.725 -2.346 -0.163 0.0 0.0 0.0 0.37
C 1.256 1.034 5.392 0.0 0.1 -0.3 0.27
C 1.554 2.731 2.208 0.0 0.0 -0.2 1.07
C -3.886 -4.012 1.123 0.0 0.0 0.0 -0.55
C -3.284 -2.843 -1.334 0.0 0.0 0.0 -0.44
C 0.177 0.808 -6.370 0.0 0.0 0.0 -1.54
C -3.029 -2.927 1.062 0.0 -0.1 0.0 -0.24
C 2.151 4.354 0.111 0.6 -0.2 -0.2 -0.89
C 2.258 0.730 -4.955 0.0 0.0 0.0 -0.77
C 2.465 4.755 1.381 0.1 0.1 0.1 -0.64
C 0.135 0.645 -3.856 0.1 0.0 0.0 -1.45
C -2.019 2.622 0.193 -0.3 0.0 0.1 -1.29
C -4.411 -4.501 -0.059 0.0 0.0 0.0 -0.03
C 2.221 3.898 2.460 0.1 0.1 0.0 -0.41
C 2.460 -1.483 0.376 0.9 5.1 1.2 -1.19
C 2.905 0.639 -3.737 0.3 0.0 0.0 -0.99
C -1.614 1.524 1.151 0.5 0.0 -0.6 0.73
C 0.773 0.552 -2.626 -0.3 -0.1 -0.1 0.26
C 1.260 1.740 3.269 -0.4 -0.8 0.1 -0.31
C 2.154 0.558 -2.569 -0.4 -0.5 0.2 0.33
C -1.827 -1.152 -0.247 0.3 0.3 0.0 -0.22
H -0.873 1.075 -6.259 0.0 0.0 0.0 0.37
H 0.159 0.434 -1.745 0.0 0.1 0.3 0.48
H 2.844 0.794 -5.864 0.0 0.0 0.0 0.41
H 3.985 0.624 -3.683 0.0 0.0 0.0 0.53
H -0.948 0.624 -3.881 0.0 0.0 0.0 0.45
H -1.467 3.524 0.468 0.0 0.0 0.0 0.26
H -1.770 2.350 -0.831 0.0 0.0 0.1 0.18
H 1.037 2.937 -1.002 0.6 -0.6 -0.3 0.37
H -3.047 -2.362 -2.273 0.0 0.0 0.0 0.49
H 2.901 5.730 1.554 0.0 0.0 0.0 0.44
H 2.352 4.974 -0.751 0.0 0.1 0.0 0.49
H -3.088 2.808 0.286 -0.1 0.1 0.0 0.41
H 1.242 0.614 7.375 0.0 0.0 0.0 0.26
H -0.457 -1.580 2.466 0.0 0.1 0.0 0.08
H -0.359 -2.135 4.124 0.0 0.0 0.0 0.27
H 0.654 1.543 -7.019 0.0 0.0 0.0 0.39
H 0.224 -0.157 -6.878 0.0 0.0 0.0 0.31
H -4.153 -4.478 2.060 0.0 0.0 0.0 0.49
H -2.612 -2.513 1.968 0.0 0.0 0.0 0.42
H 2.045 -1.853 1.307 -0.6 -0.2 -0.3 0.48
H 1.864 2.183 6.945 0.0 0.0 0.0 0.24
H 3.410 -1.899 0.060 -0.2 -0.2 -0.7 0.51
H -4.567 -4.356 -2.184 0.0 0.0 0.0 0.48
H 2.525 4.131 3.468 0.0 0.0 0.0 0.55
```
Forces are in eV/Å.



# 3
Density functional theory data (the ωB97M-V functional and the def2-TZVPD basis) for a molecular structure, C26H25BCrN7OSSi.

Summary:
ΔE to the lowest compared entry with this formula, charge and spin (kcal/mol): 0.0
Gap between HOMO and LUMO (spin up / spin down) (eV): 3.88 / 6.78
Lowest unoccupied orbital energy (spin up / spin down) (hartree): 0.0942 / 0.0942
Spin multiplicity: 5
Total charge: -1
Calculated total energy (eV): -87660.3904
Expectation value of S²: 6.096
HOMO (spin up / spin down) (eV): -1.3 / -4.2

Geometry as XYZ:
```
63
Properties=species:S:1:pos:R:3:forces:R:3:mulliken_charge:R:1
Cr 0.444 0.778 0.637 0.7 0.2 0.3 -0.44
S 2.205 1.780 -0.561 0.0 0.0 0.1 -0.53
Si 0.483 -1.313 -0.645 -0.1 -0.3 -0.2 1.01
O 1.804 0.200 1.877 -0.1 0.2 -0.1 -0.28
N -2.214 0.403 1.971 0.1 0.1 0.0 -0.04
N -0.973 -0.109 1.861 -0.2 0.0 0.1 1.12
N -1.036 1.528 -0.584 -0.2 0.1 -0.2 0.90
N -0.138 2.604 1.838 -0.1 -0.2 0.1 0.16
N -2.242 1.865 -0.085 0.1 0.2 0.1 0.10
N 3.118 0.395 1.542 0.0 0.0 0.1 0.31
N -1.450 2.776 2.108 0.0 -0.1 -0.1 0.09
C -1.403 -3.435 -0.109 0.0 0.0 0.0 -0.26
C 1.948 -1.379 -5.132 0.0 0.0 0.0 -0.40
C -3.773 -3.390 -0.522 0.0 0.0 0.0 -0.42
C -0.355 4.176 3.416 0.0 0.0 0.0 -1.17
C -0.918 -1.194 2.618 0.0 -0.1 0.0 -0.65
C -2.153 -1.404 3.241 0.0 0.0 0.0 -1.19
C 3.490 1.036 0.382 -0.1 0.0 0.0 0.44
C 0.531 3.431 2.622 0.0 0.1 -0.1 -0.22
C 2.758 -1.849 -4.108 0.0 0.0 0.0 -0.62
C -2.241 2.465 -2.213 0.0 0.0 0.1 -1.27
C 5.380 -0.116 2.081 0.0 0.0 0.0 -0.44
C -2.978 2.444 -1.044 -0.1 -0.1 -0.1 -0.29
C -1.017 1.885 -1.861 -0.1 0.0 0.0 -0.96
C 0.246 -0.862 -3.513 0.0 -0.1 0.0 -0.13
C -2.386 -1.516 -1.124 0.0 0.0 0.0 0.28
C 4.054 -0.157 2.409 0.1 0.0 0.0 -0.71
C 2.305 -1.827 -2.795 0.0 0.0 0.0 -0.25
C -2.649 -4.047 -0.042 0.0 0.0 0.0 -0.63
C 4.814 1.077 0.051 0.1 0.0 0.0 -0.67
C 1.041 -1.336 -2.464 0.0 0.1 0.0 0.39
C -1.605 3.712 3.059 0.0 0.1 0.0 -0.17
C -1.235 -2.157 -0.651 0.0 0.0 0.0 0.17
C -3.635 -2.120 -1.066 0.0 0.0 0.0 -0.94
C 5.812 0.483 0.891 -0.1 0.0 0.0 -0.48
C 0.686 -0.884 -4.830 0.0 0.0 0.0 -0.81
C -2.942 -0.361 2.800 0.0 0.0 0.0 -0.44
B -2.483 1.832 1.446 0.0 -0.1 0.0 0.05
H 1.341 -2.395 -0.064 0.0 0.0 0.1 -0.47
H -2.432 -2.207 3.901 0.0 0.0 0.0 0.43
H -2.317 -0.515 -1.539 0.0 0.0 0.0 -0.05
H 3.643 -0.584 3.309 0.0 0.0 0.0 0.44
H -3.965 -0.104 3.018 0.0 0.0 0.0 0.47
H -2.539 2.845 -3.175 0.0 0.0 0.0 0.44
H 1.607 3.456 2.567 0.0 0.0 0.0 0.50
H 2.954 -2.193 -2.006 0.0 0.0 0.0 0.30
H 5.080 1.585 -0.866 0.0 0.0 0.0 0.38
H -3.610 2.170 1.700 0.0 0.0 0.0 -0.16
H 2.298 -1.397 -6.158 0.0 0.0 0.0 0.36
H -0.136 1.695 -2.456 0.0 0.0 0.0 0.69
H -2.741 -5.038 0.387 0.0 0.0 0.0 0.38
H -0.117 4.934 4.141 0.0 0.0 0.0 0.40
H 6.858 0.515 0.624 0.0 0.0 0.0 0.36
H -0.535 -3.964 0.269 0.0 0.0 0.0 0.33
H -2.588 3.984 3.405 0.0 0.0 0.0 0.45
H -3.974 2.792 -0.826 0.0 0.0 0.0 0.46
H 6.089 -0.554 2.773 0.0 0.0 0.0 0.35
H 0.001 -1.757 2.664 0.0 0.0 0.0 0.54
H -0.749 -0.478 -3.307 0.0 -0.1 0.0 0.31
H -4.747 -3.861 -0.469 0.0 0.0 0.0 0.37
H -4.505 -1.592 -1.442 0.0 0.0 0.0 0.40
H 3.746 -2.233 -4.331 0.0 0.0 0.0 0.37
H 0.044 -0.516 -5.621 0.0 0.0 0.0 0.37
```
Forces are in eV/Å.



# 4
Density functional theory data (the ωB97M-V functional and the def2-TZVPD basis) for a molecular structure, C26H25BF4N2O4Ti at a distorted geometry.

Summary:
ΔE to the lowest compared entry with this formula, charge and spin (kcal/mol): 36.3
Gap between HOMO and LUMO (spin up / spin down) (eV): 5.57 / 8.02
Lowest unoccupied orbital energy (spin up / spin down) (hartree): 0.0933 / 0.0918
Spin multiplicity: 2
Total charge: -1
Calculated total energy (eV): -73212.6879
Expectation value of S²: 0.757
HOMO (spin up / spin down) (eV): -3.0 / -5.5

Geometry as XYZ:
```
63
Properties=species:S:1:pos:R:3:forces:R:3:mulliken_charge:R:1
Ti 0.521 1.143 0.842 2.3 1.2 -0.8 -0.33
F 1.070 2.907 -0.150 0.4 0.5 -0.3 -0.17
F 2.831 1.520 -0.608 0.2 0.4 -0.2 -0.36
F 3.186 3.793 -0.477 -0.1 0.0 0.1 -0.38
F 2.072 2.917 -2.275 -0.1 0.1 0.1 -0.33
O 0.302 -0.386 1.859 -0.1 -2.3 1.5 -0.49
O -1.225 1.408 0.642 -4.2 0.5 -0.1 0.09
O -0.443 1.358 -1.915 0.0 -0.1 -0.1 -0.71
O 0.703 -0.072 -0.643 -0.1 -0.6 -1.1 -0.66
N 2.166 1.436 1.984 2.0 -0.3 1.3 0.52
N 0.044 2.602 2.561 -0.4 0.2 0.5 0.38
C 0.920 -2.644 2.100 0.0 -0.5 0.1 -0.46
C -3.559 1.180 0.753 -0.3 -0.1 -0.1 -0.79
C 1.080 0.366 -4.407 0.0 0.0 0.0 -1.67
C -1.042 -2.783 -4.566 0.0 0.0 0.0 0.77
C -3.524 2.282 3.300 0.2 0.0 0.0 -0.73
C 1.880 -3.600 2.370 -0.2 0.3 -0.1 -0.58
C -1.119 -1.919 -2.301 0.0 0.0 0.1 0.78
C -4.725 1.311 1.470 0.3 0.0 0.0 -0.58
C 3.200 -3.228 2.625 0.3 0.0 0.0 -0.66
C 1.240 -1.279 2.053 0.0 0.4 0.3 0.94
C -0.207 -1.727 -4.915 -0.1 0.0 0.0 -1.04
C 2.446 2.773 2.472 -0.1 0.3 0.0 -0.62
C -2.320 1.566 1.302 0.2 0.2 0.2 0.33
C -1.625 -2.027 -0.887 0.0 0.0 0.0 -0.91
C 2.957 0.478 2.338 -0.4 0.6 -0.1 -0.39
C -1.090 2.633 3.165 0.6 0.2 -0.2 -0.27
C 3.543 -1.895 2.585 -0.1 0.1 0.0 -0.80
C 2.596 -0.906 2.281 -0.2 -0.4 -0.2 0.64
C 0.005 0.246 -1.688 -0.1 0.0 -0.7 1.18
C -2.312 2.150 2.602 -0.5 -0.3 -0.3 0.58
C 0.165 -0.755 -3.994 0.0 0.0 0.0 1.04
C -1.483 -2.866 -3.253 0.0 0.0 -0.1 -1.01
C -4.715 1.864 2.758 -0.2 0.0 0.1 -0.74
C -0.302 -0.855 -2.679 0.1 -0.1 0.0 0.49
C 1.187 3.193 3.242 0.2 0.0 0.1 -0.95
C -1.462 -3.797 -5.599 0.0 0.1 0.0 -1.48
B 2.327 2.792 -0.933 0.2 -0.1 0.0 0.43
H -2.292 -1.195 -0.654 0.0 0.0 0.1 0.04
H 3.320 2.787 3.130 0.0 0.0 0.0 0.54
H -1.995 -4.629 -5.138 0.0 0.0 0.0 0.34
H -5.658 0.988 1.025 0.0 0.0 0.0 0.41
H -2.168 -2.961 -0.736 0.0 0.0 0.0 0.44
H 0.699 1.325 -4.062 0.0 0.0 0.0 0.29
H 4.561 -1.584 2.796 0.0 0.0 0.0 0.36
H 2.622 3.455 1.643 0.0 -0.1 -0.1 0.03
H -0.599 -4.194 -6.135 0.0 0.0 0.0 0.34
H 0.154 -1.652 -5.937 0.0 0.0 0.0 0.33
H -2.126 -3.336 -6.335 0.0 -0.1 0.0 0.29
H 2.068 0.243 -3.956 0.0 0.0 0.0 0.32
H 1.094 4.283 3.273 0.0 0.0 0.0 0.42
H -3.564 0.783 -0.255 0.1 0.0 0.0 0.49
H 3.931 0.729 2.763 0.0 0.0 0.1 0.25
H -0.109 -2.930 1.922 0.0 0.1 0.0 0.45
H 1.251 2.831 4.276 -0.1 0.0 0.0 0.43
H 1.599 -4.646 2.388 0.0 0.0 0.0 0.39
H 3.949 -3.978 2.847 0.0 0.0 0.0 0.37
H -2.129 -3.690 -2.964 0.0 0.0 0.0 0.26
H -3.503 2.738 4.285 0.0 0.0 0.0 0.34
H -0.800 -1.975 -0.176 0.0 0.0 0.0 -0.18
H -1.150 3.077 4.165 -0.1 0.0 0.0 0.26
H -5.641 1.968 3.309 0.0 0.0 0.0 0.38
H 1.196 0.389 -5.491 0.0 0.0 0.0 0.36
```
Forces are in eV/Å.